[1]
C42H43N3O8PS as an isolated structure. Source: the Open Molecules 2025 dataset; level of theory: ωB97M-V/def2-TZVPD.

Summary:
- Gap between HOMO and LUMO: 8.3799 eV
- Total energy: -85215.4226 eV

```
! RIJCOSX wB97M-V def2-TZVPD def2/J DEFGRID3
* xyz 1 1
C 6.667 2.200 2.332
N 5.488 2.216 3.233
C 5.636 1.193 4.279
C 4.301 2.084 2.580
O 3.307 1.460 2.962
C 4.136 2.891 1.333
P 2.609 3.742 1.462
C 1.206 2.688 1.304
C 0.511 2.394 2.626
C -0.810 3.059 2.843
C -1.800 3.088 1.717
C -2.195 1.784 1.102
C -2.795 0.780 2.052
C -2.038 -0.482 2.128
S -2.431 -1.404 0.655
C -0.975 -2.161 0.365
N -0.082 -2.425 1.141
N 0.901 -3.045 0.368
C 0.464 -3.099 -0.752
O -0.746 -2.542 -0.865
C 2.560 4.917 0.110
O 2.294 4.095 -0.993
O 2.985 4.612 -2.145
H 7.120 1.251 2.323
H 6.437 2.496 1.344
H 7.391 2.879 2.691
H 4.938 1.342 5.057
H 5.570 0.228 3.872
H 6.598 1.314 4.690
H 4.079 2.241 0.499
H 4.928 3.576 1.143
H 2.542 4.443 2.652
H 1.590 1.779 0.922
H 0.585 3.107 0.553
H 0.467 1.351 2.743
H 1.142 2.729 3.406
H -1.264 2.529 3.639
H -0.674 4.040 3.210
H -1.430 3.711 0.941
H -2.679 3.556 2.079
H -1.408 1.336 0.546
H -2.939 2.022 0.392
H -3.767 0.545 1.710
H -2.923 1.187 3.019
H -2.293 -1.033 2.991
H -0.988 -0.345 2.161
H 0.940 -3.516 -1.568
H 1.801 5.649 0.258
H 3.514 5.364 0.000
H 3.853 4.201 -2.093
C 6.393 -4.141 -7.457
C 7.335 -5.046 -6.981
C 7.507 -5.221 -5.620
C 6.744 -4.485 -4.728
C 5.809 -3.560 -5.206
C 5.632 -3.400 -6.572
C 5.004 -2.726 -4.270
O 4.188 -1.925 -4.671
C 5.240 -2.900 -2.804
C 4.544 -2.101 -1.910
C 4.729 -2.257 -0.551
C 5.610 -3.222 -0.067
C 6.316 -4.012 -0.954
C 6.140 -3.851 -2.322
C 6.934 -4.704 -3.263
O 7.703 -5.537 -2.842
H 6.256 -4.014 -8.521
H 7.934 -5.617 -7.675
H 8.232 -5.925 -5.242
H 4.901 -2.692 -6.933
H 3.854 -1.359 -2.285
H 4.174 -1.630 0.136
H 5.741 -3.356 0.997
H 7.005 -4.762 -0.596
C -7.251 -2.453 -1.623
C -6.182 -1.664 -1.213
C -6.394 -0.585 -0.379
C -7.675 -0.284 0.050
C -8.753 -1.062 -0.374
C -8.534 -2.151 -1.206
C -10.150 -0.730 0.041
O -11.086 -1.407 -0.320
C -10.350 0.469 0.911
C -11.639 0.829 1.270
C -11.847 1.926 2.084
C -10.766 2.666 2.552
C -9.478 2.314 2.195
C -9.263 1.222 1.369
C -7.868 0.876 0.971
O -6.918 1.513 1.377
H -7.081 -3.302 -2.270
H -5.180 -1.894 -1.547
H -5.567 0.029 -0.056
H -9.374 -2.753 -1.520
H -12.472 0.247 0.906
H -12.853 2.208 2.359
H -10.933 3.519 3.193
H -8.633 2.884 2.549
*
```


[2]
One molecule with the formula C3H5N5O. Source: the Open Molecules 2025 dataset; level of theory: ωB97M-V/def2-TZVPD.

Summary:
- Gap between HOMO and LUMO: 8.0801 eV
- Total energy: -12684.5567 eV
- SMILES: Nc1n/c(=N\O)cn[nH]1

```
! RIJCOSX wB97M-V def2-TZVPD def2/J DEFGRID3
* xyz 0 1
N -0.699 -0.780 2.062
C -0.102 -0.323 0.885
N -0.382 0.808 0.303
C 0.249 0.822 -0.968
N 0.200 1.817 -1.734
O -0.974 2.570 -1.541
C 0.947 -0.255 -1.619
N 1.261 -1.314 -0.834
N 0.624 -1.233 0.366
H -1.121 -0.120 2.919
H -0.427 -1.737 2.794
H -1.215 2.186 -0.710
H 1.333 -0.170 -2.671
H 0.304 -2.271 0.748
*
```


[3]
A 2-piece molecular cluster, C2H3N4 overall. Source: the Open Molecules 2025 dataset; level of theory: ωB97M-V/def2-TZVPD.

Summary:
- Gap between HOMO and LUMO: 7.2507 eV
- Total energy: -8081.6095 eV

```
! RIJCOSX wB97M-V def2-TZVPD def2/J DEFGRID3
* xyz -1 1
C -1.494 1.116 0.115
C -0.412 0.228 -0.048
N 2.035 1.249 -0.083
N -2.438 1.779 -0.003
N 3.023 0.663 -0.077
N 4.098 0.211 0.109
H -0.414 -0.147 -1.170
H 0.552 0.719 0.269
H -0.401 -0.651 0.696
*
```


[4]
A 2-piece molecular cluster, C3H3F3 overall. Source: the Open Molecules 2025 dataset; level of theory: ωB97M-V/def2-TZVPD.

Summary:
- Gap between HOMO and LUMO: 11.7692 eV
- Total energy: -11309.7492 eV
- SMILES: FC(F)F.C#C

```
! RIJCOSX wB97M-V def2-TZVPD def2/J DEFGRID3
* xyz 0 1
F 2.621 0.803 -0.064
C 2.535 -0.148 0.905
F 3.729 -0.415 1.334
F 2.028 -1.252 0.354
H 1.773 0.212 1.729
C -0.757 -0.012 -1.316
C -1.085 0.730 -0.415
H -0.333 -0.685 -2.095
H -1.393 1.192 0.434
*
```


[5]
C3H3MnO4 as an isolated structure. Source: the Open Molecules 2025 dataset; level of theory: ωB97M-V/def2-TZVPD.

Summary:
- Gap between HOMO and LUMO (spin up / spin down): 6.7673 / 6.5164 eV
- Total energy: -42660.2694 eV
- <S²>: 8.757

```
! RIJCOSX wB97M-V def2-TZVPD def2/J DEFGRID3
* xyz 1 6
C 0.422 -0.944 -0.900
C 1.021 -2.329 -1.136
O 2.072 -2.431 -1.707
O -0.794 -0.821 -0.748
H 1.030 -0.093 -1.258
H 0.376 -3.189 -0.863
Mn -1.995 0.425 0.051
O -1.550 1.848 1.097
O -0.542 3.275 2.478
C -0.525 2.399 1.640
H 0.483 1.860 1.347
*
```


[6]
C19H27Cl5MnS2Si as an isolated structure. Source: the Open Molecules 2025 dataset; level of theory: ωB97M-V/def2-TZVPD.

Summary:
- Gap between HOMO and LUMO (spin up / spin down): 7.1876 / 7.4601 eV
- Total energy: -143619.4758 eV
- <S²>: 4.018

```
! RIJCOSX wB97M-V def2-TZVPD def2/J DEFGRID3
* xyz 0 4
Mn 0.401 0.184 1.270
Cl -1.861 -1.863 3.909
C -0.671 -0.664 4.322
C 0.195 -0.229 3.329
C 1.100 0.712 3.726
Cl 2.194 1.203 2.362
C 1.210 1.301 4.975
Cl 2.374 2.518 5.301
C 0.325 0.832 5.940
Cl 0.391 1.478 7.531
C -0.615 -0.160 5.617
Cl -1.698 -0.721 6.828
C -5.457 -0.255 1.144
C -3.997 0.020 1.040
S -3.057 0.885 2.237
C -3.137 -0.258 0.052
C -3.308 -0.938 -1.258
S -1.659 0.558 0.653
H -5.707 -0.658 2.126
H -5.762 -0.985 0.397
H -6.042 0.654 0.998
H -4.369 -0.990 -1.502
H -2.909 -1.952 -1.251
H -2.813 -0.390 -2.059
C 3.356 0.379 -0.571
Si 1.505 0.166 -0.921
C 1.335 -1.633 -1.580
C 1.626 -2.539 -0.373
C -0.049 -2.007 -2.092
C 2.358 -1.948 -2.677
C 1.041 1.586 -2.127
C -0.258 1.349 -2.896
C 0.867 2.851 -1.277
C 2.153 1.851 -3.151
H 3.938 0.274 -1.488
H 3.723 -0.358 0.143
H 3.588 1.365 -0.164
H 0.941 -2.361 0.475
H 2.646 -2.428 -0.004
H 1.494 -3.593 -0.644
H -0.809 -1.853 -1.327
H -0.066 -3.071 -2.350
H -0.348 -1.452 -2.979
H 3.386 -1.796 -2.346
H 2.202 -1.341 -3.570
H 2.269 -2.996 -2.984
H -1.097 1.103 -2.240
H -0.161 0.553 -3.634
H -0.531 2.259 -3.441
H 0.051 2.756 -0.553
H 0.631 3.707 -1.919
H 1.777 3.106 -0.728
H 2.355 0.978 -3.774
H 3.090 2.144 -2.677
H 1.859 2.666 -3.820
*
```


[7]
C23H28Cl2MgN6O2STe as an isolated structure. Source: the Open Molecules 2025 dataset; level of theory: ωB97M-V/def2-TZVPD.

Summary:
- Gap between HOMO and LUMO (spin up / spin down): 6.6504 / 4.7048 eV
- Total energy: -85962.6666 eV

```
! RIJCOSX wB97M-V def2-TZVPD def2/J DEFGRID3
* xyz 0 1
Mg 1.613 0.081 -0.095
C 2.839 4.081 -1.585
C 2.675 2.813 -0.802
N 1.488 2.186 -0.763
N 0.484 2.729 -1.479
C -0.786 2.386 -1.346
N -1.599 2.926 -2.360
S -1.362 1.369 -0.143
C 3.740 2.204 -0.093
C 5.034 2.762 0.054
C 5.972 2.121 0.819
C 5.659 0.910 1.455
C 4.398 0.397 1.250
N 3.468 1.000 0.507
H 2.697 3.904 -2.657
H 3.829 4.506 -1.464
H 2.116 4.840 -1.269
H 0.681 3.423 -2.190
H -1.467 2.421 -3.232
H -2.568 2.822 -2.087
H 5.294 3.693 -0.426
H 6.957 2.555 0.931
H 6.378 0.381 2.063
H 4.111 -0.554 1.688
C 0.974 2.309 2.510
C 0.840 0.857 2.795
N 0.966 -0.131 1.929
C 0.754 -1.305 2.631
C 0.511 -1.019 3.932
N 0.566 0.355 4.017
H 1.928 2.505 2.021
H 0.915 2.893 3.428
H 0.178 2.617 1.831
H 0.763 -2.265 2.149
H 0.293 -1.645 4.778
H 0.421 0.906 4.844
C -6.958 -3.118 0.389
C -5.599 -2.664 -0.075
C -4.511 -2.638 0.788
C -3.255 -2.226 0.365
C -2.133 -2.202 1.369
C -3.060 -1.829 -0.971
Te -1.124 -1.283 -1.649
C -4.156 -1.833 -1.850
C -4.082 -1.413 -3.298
C -5.399 -2.253 -1.382
H -6.949 -3.367 1.450
H -7.282 -4.001 -0.165
H -7.706 -2.340 0.229
H -4.643 -2.943 1.820
H -2.492 -2.472 2.363
H -1.686 -1.209 1.422
H -1.340 -2.896 1.082
H -3.103 -1.031 -3.568
H -4.826 -0.641 -3.505
H -4.305 -2.262 -3.947
H -6.237 -2.256 -2.073
Cl 2.534 -2.686 0.148
C 3.204 -2.586 -1.508
Cl 4.842 -1.908 -1.468
C 2.294 -1.686 -2.382
O 1.968 -2.142 -3.457
O 1.999 -0.551 -1.871
H 3.247 -3.593 -1.899
*
```


[8]
One molecule with the formula C5H7NO. Source: the Open Molecules 2025 dataset; level of theory: ωB97M-V/def2-TZVPD.

Summary:
- Gap between HOMO and LUMO: 9.6083 eV
- Total energy: -8832.8165 eV

```
! RIJCOSX wB97M-V def2-TZVPD def2/J DEFGRID3
* xyz 0 1
C -2.022 1.186 0.645
C -0.836 0.353 0.309
C 0.305 0.576 -0.330
C 1.069 -0.700 -0.248
N 2.004 -1.059 -1.275
C 0.151 -1.713 0.335
O -0.887 -0.983 0.749
H -2.934 0.749 0.225
H -1.898 2.192 0.240
H -2.159 1.262 1.728
H 0.627 1.503 -0.789
H 2.881 -0.556 -1.175
H 2.198 -2.055 -1.220
H 1.501 -0.756 0.806
*
```


[9]
C45H50GeIrN2O2P2S as an isolated structure. Source: the Open Molecules 2025 dataset; level of theory: ωB97M-V/def2-TZVPD.

Summary:
- Gap between HOMO and LUMO (spin up / spin down): 5.2442 / 4.1209 eV
- Total energy: -143316.2532 eV
- <S²>: 0.767

```
! RIJCOSX wB97M-V def2-TZVPD def2/J DEFGRID3
* xyz 0 2
Ir 0.034 -0.262 -0.252
C -1.800 -1.800 -2.555
C -2.853 -1.140 -1.682
P -2.204 -0.735 -0.010
C -3.282 0.719 0.379
C -4.095 0.579 1.500
C -4.969 1.592 1.879
C -5.051 2.751 1.132
C -4.269 2.891 -0.008
C -3.386 1.891 -0.376
C -2.575 -2.035 1.059
C -3.171 -3.235 0.567
C -3.102 -4.421 1.234
C -2.197 -4.513 2.360
C -1.673 -3.417 2.919
C -2.166 -2.040 2.538
P -0.255 -0.858 -2.358
C -0.303 0.419 -3.653
C -0.003 1.752 -3.415
C 0.057 2.656 -4.468
C -0.176 2.231 -5.765
C -0.471 0.896 -6.012
C -0.525 -0.007 -4.965
C 1.041 -1.973 -2.978
C 0.747 -3.091 -3.752
C 1.768 -3.915 -4.204
C 3.086 -3.621 -3.892
C 3.383 -2.504 -3.125
C 2.364 -1.686 -2.667
H -2.109 -1.848 -3.601
H -1.590 -2.815 -2.227
H -3.749 -1.753 -1.585
H -3.176 -0.191 -2.120
H -4.057 -0.342 2.062
H -5.588 1.463 2.757
H -5.732 3.540 1.425
H -4.350 3.785 -0.613
H -2.784 2.018 -1.264
H -3.653 -3.244 -0.406
H -3.592 -5.304 0.848
H -1.882 -5.493 2.699
H -0.916 -3.505 3.691
H -3.071 -1.833 3.145
H 0.190 2.062 -2.405
H 0.299 3.693 -4.273
H -0.116 2.931 -6.587
H -0.647 0.557 -7.024
H -0.734 -1.048 -5.175
H -0.277 -3.342 -3.994
H 1.530 -4.792 -4.792
H 3.881 -4.268 -4.239
H 4.411 -2.279 -2.872
H 2.588 -0.832 -2.040
O -0.774 1.797 -0.497
N -0.179 2.903 -0.122
C -0.470 4.039 -0.792
C 0.124 5.225 -0.452
C 1.041 5.249 0.604
C 1.310 4.089 1.284
C 0.677 2.883 0.937
S 0.965 1.400 1.698
H -1.194 3.918 -1.583
H -0.120 6.113 -1.016
H 1.532 6.170 0.882
H 2.012 4.060 2.105
C -1.931 -1.817 5.955
Ge -0.737 -0.767 4.824
C 1.115 -1.317 5.109
C -0.959 1.128 5.253
C -1.156 -0.965 2.909
H -1.857 -1.473 6.987
H -1.675 -2.875 5.924
H -2.966 -1.711 5.631
H 1.412 -1.211 6.152
H 1.788 -0.717 4.495
H 1.235 -2.361 4.818
H -0.630 1.363 6.265
H -2.009 1.407 5.156
H -0.380 1.734 4.554
H -0.215 -1.171 2.392
H -1.494 0.023 2.581
C 3.339 2.110 -1.386
C 3.402 1.247 -0.130
C 4.540 0.237 -0.182
O 2.156 0.606 0.077
H 4.199 2.779 -1.446
H 2.432 2.716 -1.385
H 3.331 1.490 -2.285
H 3.579 1.900 0.735
H 4.369 -0.511 -0.955
H 4.656 -0.283 0.768
H 5.477 0.751 -0.402
N 2.999 -6.897 1.309
C 2.509 -5.884 1.074
C 1.901 -4.616 0.769
C 2.568 -3.432 1.050
C 1.982 -2.215 0.739
C 0.712 -2.124 0.138
C 0.059 -3.341 -0.097
C 0.634 -4.562 0.202
H 3.547 -3.464 1.513
H 2.517 -1.313 0.976
H -0.950 -3.362 -0.466
H 0.085 -5.477 0.020
*
```


[10]
One molecule with the formula C4H7Cl. Source: the Open Molecules 2025 dataset; level of theory: ωB97M-V/def2-TZVPD.

Summary:
- Gap between HOMO and LUMO: 10.2075 eV
- Total energy: -16780.7384 eV
- SMILES: C=C(Cl)CC

```
! RIJCOSX wB97M-V def2-TZVPD def2/J DEFGRID3
* xyz 0 1
C -1.591 1.221 -0.081
C -0.913 0.058 0.037
Cl -1.634 -1.541 0.124
C 0.522 0.213 0.502
C 1.332 -1.055 -0.198
H -1.049 2.159 -0.518
H -2.624 1.204 -0.187
H 0.807 1.293 0.095
H 0.848 0.272 1.694
H 0.436 -1.859 -0.320
H 1.360 -0.510 -1.165
H 2.506 -1.456 0.018
*
```


[11]
C45H33N11ORb as an isolated structure. Source: the Open Molecules 2025 dataset; level of theory: ωB97M-V/def2-TZVPD.

Summary:
- Gap between HOMO and LUMO: 6.7958 eV
- Total energy: -66298.5506 eV

```
! RIJCOSX wB97M-V def2-TZVPD def2/J DEFGRID3
* xyz -1 1
Rb -0.072 0.284 -0.441
C 1.433 -1.474 4.833
C 0.333 -1.285 5.671
C -0.735 -0.560 5.217
C -0.694 0.002 3.913
N 0.373 -0.183 3.114
C 1.384 -0.896 3.576
N -1.644 0.881 3.610
C -2.223 1.296 2.533
N -2.487 0.682 1.364
C -3.253 1.513 0.612
N -3.926 1.299 -0.459
C -3.998 0.370 -1.417
C -5.295 -0.056 -1.800
C -5.455 -0.787 -2.949
C -4.329 -1.093 -3.711
C -3.096 -0.696 -3.225
N -2.916 0.001 -2.117
C -3.490 2.789 1.339
C -4.209 3.927 1.042
C -4.346 4.881 2.043
C -3.773 4.699 3.292
C -3.012 3.573 3.573
C -2.885 2.623 2.582
H 2.296 -2.041 5.154
H 0.327 -1.711 6.666
H -1.603 -0.380 5.835
H 2.214 -1.014 2.888
H -6.133 0.232 -1.183
H -6.440 -1.107 -3.269
H -4.410 -1.633 -4.643
H -2.189 -0.946 -3.763
H -4.639 4.070 0.061
H -4.915 5.781 1.854
H -3.909 5.452 4.055
H -2.531 3.439 4.528
C 4.892 0.103 -2.627
C 5.679 -1.001 -2.346
C 5.245 -1.905 -1.389
C 4.025 -1.675 -0.747
N 3.286 -0.601 -1.015
C 3.700 0.258 -1.922
C 3.460 -2.618 0.245
C 4.246 -3.537 0.953
C 3.627 -4.402 1.840
C 2.260 -4.311 2.025
C 1.557 -3.335 1.311
N 2.148 -2.536 0.438
C 0.112 -3.143 1.533
C -0.444 -3.301 2.805
C -1.791 -3.037 2.980
C -2.547 -2.673 1.875
C -1.906 -2.564 0.647
N -0.618 -2.792 0.479
H 5.185 0.827 -3.373
H 6.614 -1.167 -2.866
H 5.842 -2.776 -1.159
H 3.056 1.107 -2.094
H 5.319 -3.578 0.832
H 4.210 -5.126 2.394
H 1.745 -4.980 2.699
H 0.172 -3.565 3.654
H -2.237 -3.100 3.965
H -3.604 -2.472 1.963
H -2.454 -2.279 -0.244
O 2.147 3.484 -3.421
C 1.455 2.930 -2.535
N 0.529 2.016 -2.652
C 0.306 1.570 -3.996
C 0.391 0.082 -4.176
C 0.300 -0.455 -5.468
C 0.452 -1.812 -5.650
C 0.649 -2.617 -4.534
C 0.678 -2.004 -3.291
N 0.568 -0.697 -3.121
C 1.668 3.356 -1.103
C 1.776 4.710 -0.779
C 1.983 5.070 0.538
C 2.106 4.066 1.490
C 2.014 2.749 1.068
N 1.799 2.401 -0.188
H 1.049 2.033 -4.675
H -0.690 1.892 -4.337
H 0.133 0.197 -6.313
H 0.426 -2.244 -6.643
H 0.777 -3.687 -4.637
H 0.805 -2.582 -2.380
H 1.695 5.451 -1.561
H 2.054 6.112 0.831
H 2.270 4.298 2.533
H 2.123 1.926 1.769
*
```